Below is a structure of composition C3H6N2O2, with properties calculated with ωB97M-V/def2-TZVPD.

```
13
Properties=species:S:1:pos:R:3:forces:R:3
C -1.177 0.394 0.217 0.401 0.063 -0.191
O 1.242 1.507 -0.368 -0.099 -0.169 0.064
H 0.180 0.589 -1.840 -0.016 -0.033 0.037
C 0.487 0.491 -0.805 -0.362 -0.238 0.418
N -1.092 -0.909 1.073 0.080 0.120 -0.199
H -2.110 0.610 -0.294 0.041 -0.049 0.028
H 1.758 1.147 0.382 -0.058 -0.013 -0.063
N 0.885 -0.847 -0.430 -0.063 0.106 0.376
C -0.608 -1.088 -0.123 0.371 0.092 -0.009
O 1.549 -0.737 0.841 -0.385 0.023 -0.375
H -0.809 1.163 0.877 0.027 -0.024 0.008
H -1.093 -1.510 -1.012 0.031 0.072 0.025
H 0.786 -0.810 1.481 0.032 0.050 -0.118
```
Positions in Å, forces in eV/Å.

Properties
LUMO   0.030 Eh
Total charge   0
Kohn-Sham gap   9.6 eV
Spin multiplicity   1

Below is a structure of composition AlH30O15 at a distorted geometry, with properties calculated with ωB97M-V/def2-TZVPD.

```
46
Properties=species:S:1:pos:R:3:forces:R:3
H 1.173 -2.311 -2.383 0.144 -0.006 -0.377
O 2.829 3.552 -1.238 -0.062 -0.235 -0.120
H 2.518 0.839 -2.303 0.048 0.743 -0.020
H 3.901 0.003 2.859 0.587 -0.043 -0.017
H 2.546 1.279 1.949 -0.091 -0.447 0.351
H -1.174 3.209 1.608 0.114 0.417 -0.510
H 1.134 3.352 -1.294 1.191 -0.111 0.120
Al -0.585 0.189 -0.238 -0.171 -0.172 0.409
H 3.565 3.386 -0.649 0.245 -0.071 0.208
O -0.183 -4.226 1.690 0.117 0.527 -0.335
O -2.598 -1.169 -2.149 0.634 0.770 0.375
H -3.340 2.613 -0.562 -0.351 -0.068 0.478
O 0.505 -2.390 -1.702 -0.236 0.722 0.186
H -2.433 -2.003 -2.589 0.398 -0.384 -0.142
H -2.553 -3.054 0.101 -0.429 0.009 -0.317
H -0.249 3.866 -1.634 -0.551 0.085 -0.150
O 0.204 3.149 -1.190 -0.945 -0.842 0.644
O 1.458 -1.618 0.932 -1.036 0.439 -0.869
O -0.663 -0.793 2.602 -0.337 0.855 -0.744
H 2.167 2.558 1.234 -0.252 0.448 -0.101
H 2.133 -1.352 1.557 0.722 0.807 0.621
H -3.549 -1.132 -2.051 -0.453 0.281 0.171
O 1.996 1.616 1.242 -0.366 -0.256 -0.588
H -1.167 -3.119 0.707 0.601 -0.557 0.879
O -2.608 2.247 -1.058 1.033 -0.523 0.332
O -1.774 -2.523 0.267 0.189 1.333 -0.323
H -3.861 -0.952 0.940 -0.005 -0.383 -0.019
H 3.093 -0.963 3.698 0.055 -0.200 0.427
O -1.095 2.275 1.799 -0.215 -0.860 -0.948
H -0.095 0.323 -3.906 0.183 -0.312 -0.152
H 1.604 -2.555 0.806 -0.206 -0.231 -0.337
O 1.956 0.198 -1.867 -1.031 -0.385 0.358
H 0.447 -3.330 -1.532 -0.265 -0.346 0.034
H -2.823 2.428 -1.973 0.017 -0.209 -0.568
H -1.002 2.232 2.751 0.186 -0.487 0.455
H -1.407 -1.331 2.872 -0.517 -0.205 -0.153
H 0.008 -0.961 3.263 0.570 -0.021 -0.011
H 2.444 -0.624 -1.921 0.218 -0.311 0.365
H -0.668 1.724 -3.882 0.008 0.482 -0.041
H 0.410 -4.583 1.029 0.251 -0.464 -0.065
H -0.385 -4.970 2.258 -0.201 -0.344 0.334
O 3.146 -0.585 2.821 -0.375 0.149 -0.193
O -3.460 -0.084 0.985 0.854 -0.007 -0.411
H -4.133 0.472 1.377 -0.146 0.447 0.229
H 3.166 4.191 -1.867 0.161 0.375 -0.294
O -0.597 0.926 -3.358 -0.286 -0.409 0.829
```
Positions in Å, forces in eV/Å.

Properties
LUMO   -0.564 Eh
Total charge   +3
Kohn-Sham gap   4.6 eV
Spin multiplicity   1

Below is a structure of composition C27H31Br2HfN3O3Se, with properties calculated with ωB97M-V/def2-TZVPD.

```
68
Properties=species:S:1:pos:R:3:forces:R:3
O 0.857 -2.525 -0.847 0.490 0.075 0.008
Br -0.408 -5.172 -1.977 -0.065 0.078 0.081
H 5.864 -3.298 -3.542 0.038 -0.037 -0.041
N 3.277 -1.563 -1.275 -0.290 -0.359 0.114
H -1.265 -0.885 -1.612 -0.237 0.003 0.011
Se 0.548 1.119 -0.896 -0.081 0.600 -0.383
C 3.456 -4.655 -3.328 -0.263 0.168 0.229
C -1.407 4.439 0.709 -0.093 -0.020 0.100
C 1.664 -3.269 -1.670 -0.144 0.204 0.190
H -4.313 0.784 4.666 -0.017 0.009 0.036
H 0.707 2.658 1.382 -0.148 0.064 0.165
C -3.834 -0.670 1.636 0.167 0.214 0.110
H -2.467 0.712 -3.267 0.057 0.023 0.013
H -2.036 5.315 0.871 0.047 0.028 0.052
O 0.716 -1.321 1.993 -0.075 0.009 -0.193
H 0.309 3.923 -0.542 -0.004 -0.008 0.006
H -0.204 4.667 2.489 0.008 0.030 -0.026
H -0.671 5.231 -1.172 -0.086 0.013 -0.071
C -0.178 2.610 2.025 0.132 -0.201 -0.264
H -2.075 3.693 0.271 -0.019 -0.048 -0.026
H -3.658 2.886 -2.505 -0.010 0.049 -0.070
Br 4.622 -5.605 -4.443 0.054 -0.031 -0.043
H 0.140 2.285 3.018 -0.002 0.119 0.016
C -4.391 -0.376 2.859 0.027 0.062 0.067
H 6.395 -1.170 -2.414 0.056 0.045 0.001
C -3.390 2.062 -1.849 -0.015 0.083 0.118
H 5.196 -0.025 0.289 0.011 0.029 -0.066
H -2.239 -1.896 -0.550 -0.088 -0.027 -0.138
H -2.437 2.330 -1.399 0.182 -0.054 0.055
C 3.872 -3.426 -2.727 -0.014 -0.140 -0.126
C 2.959 -2.753 -1.900 -0.016 -0.295 -0.250
C -3.839 0.601 3.713 -0.069 -0.068 -0.044
C 1.864 -1.336 2.564 0.195 0.014 0.223
C -2.696 0.062 1.289 -0.124 0.011 -0.029
H 0.393 5.514 0.189 0.046 0.092 0.053
C -0.288 4.791 -0.256 0.131 -0.004 -0.051
H 1.873 -6.073 -3.538 0.049 -0.015 -0.029
N -1.019 1.526 1.486 -0.159 -0.110 0.208
H 3.064 -1.681 4.281 -0.019 -0.007 0.006
C -3.346 0.750 -2.618 0.015 -0.137 -0.110
C -2.718 1.323 3.372 0.015 -0.115 -0.217
H -4.274 -0.480 -1.105 0.007 0.051 0.043
C 1.290 -4.448 -2.251 0.322 -0.163 -0.281
C 2.200 -5.145 -3.091 0.036 0.266 0.149
H 5.524 0.829 -1.225 0.001 0.011 0.035
H 1.560 -2.658 4.152 0.024 -0.028 0.045
H -1.735 3.895 2.776 -0.078 -0.050 -0.011
H -2.302 2.056 4.043 0.052 0.090 0.032
C 4.790 0.224 -0.696 -0.046 0.191 0.146
C 2.019 -1.682 3.989 -0.058 0.044 -0.002
C 5.432 -1.638 -2.281 -0.208 0.083 0.159
C 5.133 -2.820 -2.905 -0.089 -0.053 0.014
H 3.896 0.850 -0.548 0.112 -0.104 -0.041
H -4.254 -1.424 0.991 -0.033 -0.087 -0.061
C -3.409 -0.520 -1.770 0.004 -0.147 -0.058
H -4.201 0.726 -3.295 -0.031 -0.056 0.022
C 4.482 -1.026 -1.448 0.255 0.042 -0.112
C -0.910 3.948 2.066 0.091 0.026 0.064
H -3.588 -1.377 -2.426 -0.004 0.031 -0.033
H -4.134 2.031 -1.052 -0.082 -0.018 0.038
N -1.880 -0.008 0.166 -0.054 -0.015 0.152
H -5.273 -0.909 3.181 -0.032 -0.021 0.015
O 2.864 -1.049 1.812 0.189 -0.021 -0.045
Hf 1.618 -0.989 0.088 -0.392 -0.574 0.017
H 1.449 -0.963 4.578 0.013 -0.003 0.053
C -2.160 -0.896 -0.981 0.353 0.082 0.119
C -2.157 1.036 2.124 -0.011 -0.038 0.054
C -0.872 0.858 0.336 -0.020 0.116 -0.197
```
Positions in Å, forces in eV/Å.

Properties
LUMO   -0.246 Eh
Total charge   +2
Kohn-Sham gap   7.1 eV
Spin multiplicity   1

Below is a structure of composition C40H41KN10O2SeSi at a distorted geometry, with properties calculated with ωB97M-V/def2-TZVPD.

```
96
Properties=species:S:1:pos:R:3:forces:R:3
C 4.869 -2.395 -0.947 -0.015 -0.001 0.002
C -2.996 2.346 -2.195 0.009 0.030 0.034
H 5.235 -0.827 -3.746 0.009 0.026 0.031
K 0.493 -0.308 -0.514 0.179 0.389 -0.258
H -4.923 -3.258 0.077 0.015 -0.020 -0.019
C 5.234 3.308 -7.583 -0.085 0.019 0.010
H -5.210 -1.927 1.198 -0.001 0.016 0.031
C 2.723 3.883 -6.791 0.043 -0.004 -0.037
C -4.091 -4.652 3.978 0.175 0.063 -0.029
H 2.197 -4.857 2.687 0.003 0.018 0.005
C -0.417 -4.805 -1.392 -0.058 0.045 0.071
C 2.869 0.527 -3.163 -0.005 -0.044 0.071
C -0.480 1.936 -3.024 0.152 -0.053 -0.067
C 1.931 2.434 3.203 0.009 0.116 0.056
H -0.709 3.918 -3.854 0.010 -0.007 0.000
H -2.753 0.406 -1.271 0.027 0.063 0.035
C -0.042 -3.680 -0.423 0.175 -0.118 0.154
H -1.154 -5.364 2.548 -0.008 0.028 0.001
C 4.710 2.598 -6.528 0.016 0.039 -0.048
N -2.432 3.316 -2.910 0.140 0.039 -0.074
C -5.336 -3.000 1.048 0.052 0.004 0.105
H -6.708 3.143 1.970 0.050 -0.022 -0.024
H -4.013 2.507 -1.855 0.008 -0.031 0.010
N -4.614 -3.746 2.061 -0.159 0.002 -0.026
C 3.637 -1.900 -0.556 -0.076 0.022 0.023
C -2.614 0.209 1.902 -0.041 -0.001 0.176
N -3.008 -4.624 3.114 0.115 -0.149 0.091
H -4.044 -5.061 4.973 0.024 0.022 -0.023
H -6.396 -3.252 1.083 -0.026 -0.026 -0.013
C 1.195 -3.207 1.728 0.003 0.007 -0.093
N 5.444 -2.008 -2.083 0.005 0.085 -0.140
O 0.379 0.626 1.730 0.417 0.480 0.805
C 2.074 1.061 3.375 -0.184 0.099 -0.039
N 1.604 0.775 -2.767 0.042 0.071 -0.165
C 3.590 2.862 4.895 -0.007 -0.075 -0.022
C -3.268 1.228 2.097 0.162 -0.218 -0.178
H 1.715 4.181 -6.535 0.004 0.019 -0.013
H 0.883 -5.141 0.841 -0.010 0.002 0.014
C 2.794 2.165 -4.967 -0.031 -0.056 0.053
H 6.245 3.087 -7.918 0.011 -0.016 0.009
H 3.134 -2.255 0.338 0.010 0.052 0.007
C -2.305 1.190 -1.876 0.032 -0.111 -0.067
C 2.121 -3.772 2.780 -0.062 -0.108 0.032
H -1.013 -5.564 -0.877 0.011 0.004 -0.039
C -5.117 -4.091 3.307 0.037 0.136 -0.132
C 0.928 1.700 -3.478 -0.123 -0.045 0.061
N 0.945 -1.924 1.697 0.070 0.231 -0.202
H -3.493 3.410 4.583 -0.057 -0.030 0.009
H 5.323 1.834 -6.070 -0.001 0.021 -0.007
C 3.724 1.490 5.089 -0.048 0.005 -0.041
H -4.719 2.154 4.752 -0.013 0.050 -0.017
C 0.663 -4.084 0.739 -0.014 0.203 0.027
C -4.451 3.054 4.192 0.044 -0.039 0.195
N -1.062 0.981 -2.298 -0.244 0.173 -0.107
C -5.996 2.369 1.667 -0.147 -0.091 -0.092
H 0.806 3.058 -5.102 0.020 0.017 0.006
H 0.485 -5.283 -1.783 -0.034 -0.008 0.003
C 1.268 0.139 2.493 -0.069 -0.390 0.045
C 2.973 0.597 4.337 0.007 0.024 -0.015
H 5.402 -3.122 -0.345 -0.045 -0.025 0.004
H 2.818 5.308 -8.370 -0.022 0.006 0.009
H 2.563 4.397 3.805 0.003 -0.004 -0.028
N 1.606 -1.135 2.611 0.120 -0.054 0.091
Se -1.672 -1.312 1.601 -0.479 0.204 0.287
C 3.579 -0.537 -2.384 -0.070 0.110 -0.091
N 4.599 4.278 -8.266 -0.013 -0.034 0.055
C 2.684 3.330 3.954 -0.034 -0.061 -0.029
H 4.530 0.976 -4.406 -0.049 0.000 -0.034
C 4.788 -1.101 -2.799 0.116 -0.089 0.005
H 3.116 -3.329 2.687 -0.011 -0.005 0.010
C -1.652 -5.025 3.453 -0.067 0.059 0.007
C 3.491 1.188 -4.195 0.019 0.050 -0.063
H -3.499 4.107 0.479 -0.016 0.005 0.050
H 3.066 -0.473 4.467 0.023 0.020 -0.002
H -5.961 2.345 0.573 -0.020 -0.012 0.066
H -0.992 -4.391 -2.219 0.008 0.007 0.032
C -3.604 4.221 1.562 0.191 0.069 -0.127
H -1.676 -5.821 4.198 -0.012 -0.038 -0.002
C 3.389 2.858 -6.061 0.008 0.026 0.001
O -0.340 -2.509 -0.731 -0.114 -1.229 -0.406
H -6.138 -3.915 3.602 0.015 0.021 -0.012
N 3.002 -0.972 -1.265 0.316 -0.057 0.010
H -1.090 -4.175 3.842 -0.016 0.019 0.012
C -1.180 3.111 -3.307 -0.158 0.086 0.008
Si -4.279 2.674 2.364 -0.234 0.239 0.092
H 4.194 3.558 5.467 -0.027 -0.001 0.035
H -2.613 4.454 1.962 -0.049 -0.001 -0.026
C 1.444 2.379 -4.554 0.081 0.002 -0.028
C 3.350 4.527 -7.833 0.041 -0.058 0.023
H 4.419 1.116 5.832 0.015 -0.012 -0.008
H -4.263 5.072 1.759 0.014 -0.010 -0.012
H 1.214 2.775 2.465 0.023 -0.015 0.009
H -6.374 1.399 2.005 -0.010 0.060 -0.009
C -3.302 -4.070 1.911 -0.177 -0.228 -0.066
H -5.207 3.822 4.382 0.034 -0.016 -0.024
H 1.765 -3.509 3.780 0.024 0.007 -0.024
```
Positions in Å, forces in eV/Å.

Properties
LUMO (spin up / spin down)   0.147 / 0.143 Eh
Total charge   -2
Kohn-Sham gap (spin up / spin down)   5.3 / 4.4 eV
Spin multiplicity   1

Record order is preserved below.
Electronic energy: -10277.2486, -37765.6845, -245845.3890, -150689.6669 eV